Molecular formula: C45H100N6O3
Method: DFT, ωB97M-V/def2-TZVPD

Last column: Löwdin charge in e.
Positions of all 154 atoms, in Å:
N  -1.977  4.015  -15.301  -0.58
O  -2.282  4.982  -16.048  -0.08
O  -0.793  3.593  -15.250  -0.05
O  -2.857  3.402  -14.627  -0.07
C  -4.212  13.502  -13.257  -0.08
C  -3.934  13.028  -14.703  -0.25
C  -3.219  11.702  -14.827  -0.19
C  -4.165  10.567  -14.390  -0.11
N  -3.509  9.220  -14.340  -0.25
C  -4.478  8.145  -13.881  -0.07
C  -3.592  7.028  -13.339  -0.14
C  -2.495  7.810  -12.634  -0.15
C  -2.431  9.191  -13.258  -0.09
C  -2.894  8.817  -15.643  0.03
H  -5.193  13.154  -12.915  0.07
H  -4.207  14.581  -13.166  0.08
H  -3.547  12.975  -12.567  0.07
H  -3.376  13.823  -15.201  0.12
H  -4.875  13.032  -15.260  0.12
H  -2.252  11.682  -14.323  0.12
H  -3.039  11.591  -15.901  0.11
H  -5.051  10.529  -15.022  0.15
H  -4.494  10.763  -13.369  0.13
H  -5.170  7.928  -14.689  0.14
H  -5.015  8.525  -13.011  0.15
H  -3.233  6.338  -14.102  0.09
H  -4.060  6.426  -12.559  0.13
H  -1.580  7.209  -12.716  0.11
H  -2.572  7.824  -11.545  0.13
H  -1.425  9.448  -13.591  0.13
H  -2.602  9.949  -12.492  0.14
H  -3.724  8.673  -16.330  0.12
H  -2.330  7.891  -15.549  0.08
H  -2.196  9.601  -15.919  0.10
C  -1.016  9.498  -19.942  -0.10
C  -0.207  8.258  -20.285  -0.23
C  0.815  7.816  -19.217  -0.18
C  0.313  7.817  -17.781  -0.14
N  1.351  7.350  -16.797  -0.25
C  1.496  5.841  -16.885  -0.09
C  1.903  5.394  -15.511  -0.15
C  1.346  6.420  -14.540  -0.12
C  0.860  7.610  -15.387  -0.09
C  2.699  7.999  -17.000  0.05
H  -1.627  9.791  -20.798  0.08
H  -0.341  10.359  -19.890  0.09
H  -1.665  9.368  -19.077  0.06
H  0.343  8.385  -21.214  0.12
H  -0.916  7.432  -20.405  0.10
H  1.682  8.470  -19.344  0.12
H  1.207  6.825  -19.467  0.12
H  -0.591  7.221  -17.655  0.13
H  0.039  8.851  -17.553  0.13
H  2.207  5.574  -17.662  0.14
H  0.528  5.414  -17.151  0.13
H  2.975  5.215  -15.427  0.13
H  1.447  4.431  -15.281  0.10
H  2.012  6.760  -13.748  0.12
H  0.465  6.089  -13.983  0.10
H  1.345  8.534  -15.055  0.13
H  -0.177  7.926  -15.321  0.09
H  3.196  7.578  -17.864  0.11
H  3.239  7.804  -16.072  0.12
H  2.589  9.081  -16.996  0.12
C  -9.827  5.751  -19.240  -0.09
C  -9.580  4.553  -18.312  -0.25
C  -8.249  3.856  -18.606  -0.19
C  -7.029  4.788  -18.562  -0.11
N  -5.744  3.999  -18.508  -0.26
C  -5.685  2.870  -19.546  -0.08
C  -4.187  2.624  -19.695  -0.15
C  -3.446  3.910  -19.363  -0.14
C  -4.573  4.842  -18.972  -0.11
C  -5.429  3.491  -17.113  0.05
H  -9.541  5.389  -20.237  0.08
H  -9.176  6.602  -19.032  0.07
H  -10.851  6.097  -19.342  0.08
H  -10.393  3.832  -18.392  0.12
H  -9.641  4.913  -17.279  0.11
H  -8.415  3.467  -19.611  0.12
H  -8.152  3.114  -17.811  0.11
H  -6.987  5.457  -17.703  0.14
H  -7.012  5.381  -19.475  0.13
H  -6.148  1.993  -19.103  0.14
H  -6.154  3.155  -20.484  0.15
H  -3.986  1.911  -18.886  0.10
H  -3.899  2.058  -20.578  0.13
H  -2.719  3.754  -18.570  0.11
H  -3.012  4.309  -20.278  0.13
H  -4.412  5.661  -18.273  0.13
H  -4.932  5.304  -19.895  0.14
H  -4.451  3.020  -17.157  0.08
H  -6.237  2.818  -16.854  0.11
H  -5.270  4.370  -16.495  0.10
C  1.652  3.480  -5.371  -0.09
C  0.446  3.839  -6.254  -0.26
C  0.202  2.806  -7.348  -0.20
C  -1.115  3.084  -8.072  -0.11
N  -1.280  2.323  -9.373  -0.26
C  -0.270  2.684  -10.455  -0.10
C  -1.024  2.949  -11.730  -0.15
C  -2.439  2.392  -11.506  -0.14
C  -2.620  2.635  -10.020  -0.08
C  -1.135  0.829  -9.092  0.05
H  2.568  3.383  -5.961  0.08
H  1.508  2.473  -4.974  0.08
H  1.872  4.202  -4.591  0.08
H  0.690  4.822  -6.677  0.11
H  -0.418  4.074  -5.630  0.12
H  0.217  1.821  -6.875  0.12
H  1.067  2.808  -8.015  0.12
H  -1.000  4.104  -8.448  0.14
H  -2.020  2.950  -7.488  0.15
H  0.483  1.898  -10.540  0.13
H  0.383  3.489  -10.109  0.14
H  -0.602  2.559  -12.654  0.08
H  -1.126  4.007  -11.990  0.12
H  -2.512  1.378  -11.891  0.09
H  -3.133  3.050  -12.027  0.11
H  -3.415  2.083  -9.524  0.15
H  -2.747  3.706  -9.865  0.14
H  -0.111  0.648  -8.786  0.11
H  -1.335  0.293  -10.015  0.09
H  -1.864  0.644  -8.308  0.12
C  1.307  0.790  -13.514  -0.08
C  0.117  -0.017  -12.974  -0.24
C  -0.885  -0.344  -14.106  -0.17
C  -2.118  -1.109  -13.649  -0.13
N  -3.102  -1.289  -14.774  -0.25
C  -4.234  -2.196  -14.265  -0.07
C  -4.448  -3.289  -15.317  -0.12
C  -3.673  -2.816  -16.577  -0.13
C  -2.536  -2.030  -15.960  -0.11
C  -3.670  0.037  -15.190  0.02
H  1.020  1.773  -13.895  0.05
H  1.703  0.267  -14.384  0.09
H  2.082  0.931  -12.763  0.08
H  -0.356  0.374  -12.075  0.06
H  0.484  -0.983  -12.608  0.12
H  -0.408  -0.867  -14.933  0.12
H  -1.153  0.655  -14.475  0.11
H  -2.669  -0.618  -12.844  0.12
H  -1.813  -2.059  -13.206  0.15
H  -5.089  -1.549  -14.083  0.13
H  -3.957  -2.648  -13.317  0.13
H  -5.490  -3.486  -15.554  0.13
H  -3.996  -4.232  -15.010  0.13
H  -4.352  -2.169  -17.139  0.11
H  -3.358  -3.588  -17.273  0.13
H  -2.127  -1.306  -16.665  0.14
H  -1.708  -2.645  -15.611  0.15
H  -3.033  0.658  -15.813  0.10
H  -3.844  0.588  -14.267  0.11
H  -4.606  -0.206  -15.687  0.11

Cartesian forces, eV/Å:
N 0.3 -1.2 0.1
O 0.0 -0.2 0.5
O -0.7 0.7 -0.1
O 0.3 0.8 -0.6
C -0.5 -1.3 -0.1
C -0.4 1.4 0.6
C -0.7 -0.5 -1.0
C 0.5 0.8 0.3
N 0.8 -0.5 0.9
C 0.1 -0.2 0.6
C -0.4 -0.1 0.3
C 1.4 -1.2 0.2
C 0.5 0.2 0.8
C -0.2 0.1 0.3
H -0.1 0.2 -0.2
H 0.3 0.0 0.2
H 0.4 0.6 0.1
H 0.4 -0.3 0.0
H 0.0 -0.3 0.0
H -0.1 0.1 0.2
H 0.3 -0.2 0.0
H 0.1 -0.2 -0.2
H -0.1 -0.1 0.0
H 0.0 -0.1 0.0
H -0.2 0.4 -0.3
H 0.1 0.1 -0.1
H -0.6 0.0 -0.4
H 0.2 0.5 -0.5
H -0.7 0.4 -0.1
H -0.3 -0.1 -0.8
H -0.6 0.1 -0.3
H 0.3 0.2 -0.3
H -0.3 -0.1 0.2
H -0.2 0.1 -0.3
C 0.6 0.6 -1.0
C -0.5 -0.8 0.8
C 0.5 -0.1 -0.5
C 0.1 1.0 -0.9
N -0.9 -0.1 -0.3
C -0.2 -0.2 -0.2
C 0.3 -1.0 0.7
C -1.2 0.9 0.6
C 1.5 1.1 0.5
C -0.4 0.0 1.3
H -0.3 -0.3 0.1
H -0.1 0.0 0.7
H 0.1 0.2 0.1
H -0.1 0.0 -0.1
H 0.1 0.0 -0.3
H -0.1 0.2 0.4
H -0.2 -0.1 -0.1
H 0.2 -0.3 0.1
H 0.2 0.0 0.4
H 0.0 0.2 0.0
H -0.1 0.2 0.1
H 0.1 0.4 0.1
H 0.0 0.0 -0.3
H 0.4 -0.1 -0.3
H 0.1 -0.6 -0.2
H 0.3 -0.1 -0.2
H -0.3 -1.0 -0.5
H 0.0 0.2 -0.1
H 0.3 -0.3 -0.3
H -0.2 0.0 -0.6
C 0.6 -0.8 -0.9
C -0.5 1.3 0.6
C -0.6 0.8 0.8
C -0.3 -0.6 -0.3
N 0.9 -0.1 -0.8
C 0.4 -0.1 0.5
C -0.1 -1.6 1.2
C -0.2 0.2 -0.4
C -0.8 0.8 -0.5
C 0.1 0.5 -1.3
H -0.1 0.3 -0.2
H -0.1 0.0 0.2
H -0.1 -0.1 0.4
H 0.1 -0.1 -0.2
H 0.2 -0.2 0.1
H 0.6 -0.5 0.1
H 0.1 -0.5 -0.5
H -0.3 0.0 0.1
H 0.2 0.1 0.0
H -0.4 0.1 -0.3
H -0.3 0.3 0.3
H 0.3 0.0 -0.2
H -0.1 0.5 -0.3
H 0.2 0.2 -0.2
H 0.5 0.1 0.3
H 0.3 -0.3 0.2
H -0.1 0.1 0.1
H -0.2 -0.3 0.1
H 0.1 0.1 0.5
H -0.5 -0.1 0.3
C 0.0 -0.9 -0.6
C 0.9 1.2 0.5
C -0.3 -0.5 0.7
C 1.3 0.7 -1.1
N 0.3 -1.3 -0.4
C 1.4 0.2 0.5
C -0.7 0.5 -1.0
C 0.3 1.0 0.0
C 0.3 -0.4 0.2
C -0.5 1.2 -0.2
H -0.1 0.2 -0.2
H 0.0 0.2 0.5
H -0.3 0.0 0.1
H -0.1 -0.1 -0.4
H -0.2 -0.6 0.0
H -0.2 0.0 0.0
H -0.2 0.1 -0.2
H -0.6 0.2 0.4
H 0.1 0.0 0.1
H -0.5 -0.4 -0.1
H -0.6 0.4 0.0
H 0.3 -0.3 0.3
H 0.1 0.1 0.5
H -0.3 -0.1 0.4
H -0.2 -0.4 -0.2
H 0.1 0.0 0.1
H -0.2 0.0 0.1
H -0.1 -0.1 0.2
H -0.2 -0.1 0.1
H 0.1 -0.6 0.0
C -0.6 0.1 0.0
C 0.4 -1.6 -0.4
C -0.2 1.4 0.6
C 0.7 0.4 0.0
N 0.1 -0.7 0.3
C -0.3 -0.2 -0.1
C 0.5 -0.4 -0.9
C -1.0 0.5 0.9
C 0.6 0.4 -0.8
C -0.4 -0.2 0.5
H -0.2 0.0 0.1
H 0.3 -0.1 0.2
H 0.1 -0.1 -0.1
H -0.3 0.5 -0.3
H 0.3 0.0 0.0
H 0.3 -0.1 0.2
H -0.3 -0.2 -0.3
H 0.0 0.3 -0.1
H -0.2 -0.3 -0.5
H -0.1 -0.1 -0.1
H 0.2 0.2 0.0
H -0.1 0.1 0.2
H -0.1 0.0 0.3
H 0.3 0.2 -0.1
H 0.2 -0.2 0.3
H 0.1 0.1 0.2
H -0.2 -0.2 0.1
H 0.3 -0.4 0.0
H -0.3 0.1 -0.1
H 0.0 0.3 -0.1

## Properties
- Total charge: +4
- HOMO level: -17.20 eV
- 2S+1: 1